[1]
{
  "formula": "C21H19N3O2S",
  "method": "wB97M-V/def2-TZVPD",
  "species": ["C", "C", "O", "C", "C", "C", "C", "C", "C", "H", "H", "C", "N", "N", "C", "N", "C", "C", "C", "C", "C", "C", "H", "O", "C", "H", "H", "H", "H", "H", "C", "C", "C", "C", "S", "H", "H", "H", "H", "H", "H", "H", "H", "H", "H", "H"],
  "xyz": [[3.94, 7.03, -0.40], [3.42, 5.54, -0.12], [2.29, 5.19, -0.88], [1.69, 4.12, -0.74], [2.05, 3.21, -0.03], [1.57, 2.00, 0.16], [0.44, 1.84, -0.47], [-0.09, 2.74, -1.54], [0.61, 3.96, -1.58], [0.17, 4.75, -2.08], [-0.80, 2.49, -2.03], [-0.22, 0.42, -0.70], [-1.76, 0.65, -0.62], [-2.41, -0.57, -0.42], [-2.35, -1.50, 0.38], [-1.16, -2.09, 0.85], [-0.13, -1.93, 0.20], [0.81, -3.08, 0.20], [2.02, -3.31, -0.55], [2.59, -2.03, -1.03], [1.71, -0.83, -1.20], [0.66, -0.82, -0.41], [2.20, -0.06, -1.58], [3.83, -1.89, -1.63], [4.57, -3.15, -2.10], [5.37, -2.80, -2.39], [3.91, -3.75, -2.30], [4.92, -3.50, -0.89], [2.69, -3.99, -0.37], [0.40, -4.02, 0.70], [-3.43, -2.01, 1.16], [-4.78, -1.34, 1.20], [-5.57, -2.16, 2.19], [-5.05, -3.09, 2.73], [-3.36, -3.27, 2.23], [-5.26, -4.08, 3.40], [-6.68, -1.87, 2.21], [-4.95, -0.50, 1.05], [-3.37, -0.14, -0.49], [2.15, 1.11, 0.77], [3.08, 3.23, 0.85], [4.54, 4.99, -0.27], [3.39, 5.65, 0.94], [4.80, 7.46, 0.09], [4.19, 7.19, -1.67], [3.01, 7.69, -0.16]],
  "lumo_ha": -0.03183,
  "e_above_lowest_kcal_mol": 513.32,
  "homo_lumo_gap_ev": 5.7,
  "spin_multiplicity": 1,
  "total_charge": 0,
  "homo_ev": -6.579
}

---

[2]
{
  "formula": "C38H31Cl2N4O2",
  "method": "wB97M-V/def2-TZVPD",
  "species": ["O", "C", "C", "C", "C", "C", "C", "C", "N", "C", "C", "N", "C", "C", "N", "C", "O", "C", "C", "C", "C", "C", "C", "C", "C", "N", "C", "C", "C", "C", "C", "C", "C", "Cl", "C", "C", "C", "C", "C", "C", "Cl", "C", "C", "C", "C", "C", "H", "H", "H", "H", "H", "H", "H", "H", "H", "H", "H", "H", "H", "H", "H", "H", "H", "H", "H", "H", "H", "H", "H", "H", "H", "H", "H", "H", "H", "H", "H"],
  "xyz": [[-1.17, -1.23, -1.36], [-0.78, -1.90, -2.29], [-1.43, -1.76, -3.66], [-0.80, -0.95, -4.62], [-1.41, -0.83, -5.87], [-2.60, -1.49, -6.14], [-3.23, -2.26, -5.16], [-2.65, -2.41, -3.90], [0.25, -2.88, -2.30], [0.29, -3.79, -3.42], [1.44, -4.78, -3.30], [1.46, -5.41, -2.02], [2.03, -6.72, -1.91], [1.83, -7.37, -0.55], [2.27, -6.50, 0.50], [3.25, -6.91, 1.41], [3.90, -6.16, 2.10], [3.48, -8.45, 1.45], [4.74, -8.99, 1.09], [4.96, -10.37, 1.11], [3.94, -11.25, 1.51], [2.69, -10.73, 1.88], [2.45, -9.35, 1.82], [1.83, -5.13, 0.32], [1.54, -4.28, 1.39], [0.81, -3.08, 1.29], [0.92, -2.16, 2.56], [-0.30, -1.18, 2.63], [-1.59, -1.59, 2.95], [-2.66, -0.70, 3.52], [-3.87, -1.36, 3.83], [-4.98, -0.67, 4.31], [-4.90, 0.71, 4.54], [-6.27, 1.54, 5.16], [-3.69, 1.38, 4.29], [-2.57, 0.69, 3.80], [2.21, -1.23, 2.48], [3.46, -1.50, 1.81], [4.57, -0.60, 2.09], [4.48, 0.44, 3.03], [5.84, 1.39, 3.47], [3.24, 0.71, 3.63], [2.15, -0.08, 3.27], [0.66, -2.56, 0.06], [0.86, -3.30, -1.10], [1.44, -4.58, -0.95], [0.13, -0.44, -4.35], [-0.93, -0.19, -6.61], [-3.04, -1.42, -7.12], [-4.19, -2.74, -5.35], [-3.11, -3.00, -3.10], [-0.68, -4.34, -3.43], [0.47, -3.20, -4.34], [1.29, -5.57, -4.04], [2.42, -4.28, -3.49], [1.54, -7.35, -2.66], [3.12, -6.67, -2.15], [0.77, -7.63, -0.37], [2.50, -8.22, -0.53], [5.54, -8.31, 0.78], [5.94, -10.76, 0.84], [4.12, -12.32, 1.51], [1.91, -11.41, 2.24], [1.45, -8.96, 2.06], [1.89, -4.40, 2.42], [0.92, -3.09, 3.33], [-0.11, -0.07, 2.39], [-1.85, -2.66, 2.90], [-3.94, -2.42, 3.60], [-5.92, -1.20, 4.48], [-3.68, 2.46, 4.46], [-1.64, 1.24, 3.58], [3.70, -2.33, 1.14], [5.52, -0.73, 1.59], [3.11, 1.49, 4.37], [1.20, 0.16, 3.78], [0.39, -1.52, 0.15]],
  "lumo_ha": -0.10957,
  "homo_lumo_gap_ev": 7.6,
  "spin_multiplicity": 1,
  "total_charge": 1,
  "homo_ev": -10.602
}

---

[3]
{
  "formula": "C28H44BrF3N3O5P",
  "method": "wB97M-V/def2-TZVPD",
  "species": ["C", "C", "C", "C", "O", "C", "C", "C", "C", "C", "N", "C", "C", "Br", "C", "C", "C", "C", "C", "C", "O", "C", "C", "P", "O", "N", "C", "C", "C", "C", "N", "C", "H", "H", "H", "H", "H", "H", "H", "H", "H", "H", "H", "H", "H", "H", "H", "H", "H", "H", "H", "H", "H", "H", "H", "H", "H", "H", "H", "H", "H", "H", "H", "H", "H", "H", "H", "H", "H", "H", "C", "C", "O", "C", "O", "C", "F", "F", "F", "H", "H", "H", "H", "H", "H"],
  "xyz": [[4.99, 4.12, 1.41], [5.06, 3.00, 0.32], [3.69, 3.02, -0.44], [3.71, 1.92, -1.53], [2.39, 1.45, -1.94], [1.67, 0.91, -0.95], [1.93, -0.33, -0.39], [3.08, -1.14, -0.99], [4.34, -1.28, -0.05], [5.69, -1.16, -0.81], [6.48, -0.07, -0.18], [1.17, -0.82, 0.66], [1.53, -2.16, 1.26], [1.95, -1.93, 3.18], [0.52, -3.32, 0.98], [-0.64, -2.98, 0.01], [0.06, -0.03, 1.12], [-0.82, -0.58, 2.26], [-2.35, -0.65, 1.87], [-3.25, 0.07, 2.93], [-4.47, -0.68, 2.91], [-5.39, 0.03, 2.07], [-0.16, 1.19, 0.53], [-1.54, 2.30, 1.10], [-1.35, 2.50, 2.56], [0.62, 1.63, -0.50], [0.35, 2.91, -1.17], [0.72, 4.08, -0.53], [0.43, 5.24, -1.25], [-0.18, 5.09, -2.49], [-0.50, 3.96, -3.10], [-0.23, 2.85, -2.42], [5.87, 4.76, 1.41], [4.10, 4.74, 1.22], [4.85, 3.70, 2.41], [5.06, 2.05, 0.86], [5.90, 3.11, -0.37], [2.93, 2.88, 0.33], [3.61, 4.01, -0.90], [4.39, 1.13, -1.21], [4.16, 2.36, -2.42], [3.42, -0.68, -1.92], [2.75, -2.15, -1.24], [4.31, -2.30, 0.36], [4.28, -0.57, 0.79], [5.56, -0.89, -1.86], [6.25, -2.09, -0.68], [6.38, -0.10, 0.83], [7.46, -0.24, -0.40], [2.48, -2.47, 0.83], [1.09, -4.13, 0.50], [0.17, -3.74, 1.92], [-0.35, -2.39, -0.86], [-1.01, -3.94, -0.39], [-1.48, -2.57, 0.57], [-0.54, -1.61, 2.47], [-0.65, 0.05, 3.14], [-2.44, -0.21, 0.87], [-2.66, -1.69, 1.81], [-3.46, 1.11, 2.68], [-2.78, -0.04, 3.91], [-4.93, 0.32, 1.11], [-6.22, -0.64, 1.84], [-5.76, 0.90, 2.63], [-2.78, 1.70, 0.82], [-1.51, 3.56, 0.48], [1.20, 4.10, 0.44], [0.68, 6.22, -0.85], [-0.42, 6.01, -3.02], [-0.50, 1.90, -2.88], [-6.21, -3.45, 0.03], [-6.33, -4.41, -1.13], [-6.08, -3.81, -2.38], [-4.68, -3.64, -2.81], [-3.98, -4.73, -2.72], [-3.98, -2.43, -2.08], [-4.81, -1.36, -1.91], [-2.95, -1.95, -2.83], [-3.46, -2.69, -0.86], [-6.63, -2.47, -0.24], [-6.73, -3.83, 0.92], [-5.17, -3.30, 0.31], [-7.36, -4.76, -1.18], [-5.72, -5.31, -0.97], [-4.83, -3.22, -3.83]],
  "lumo_ha": -0.07800,
  "homo_lumo_gap_ev": 3.4,
  "spin_multiplicity": 1,
  "total_charge": 0,
  "homo_ev": -5.568
}